Formula: C2H11NO3
Source: OMol25
Level of theory: ωB97M-V/def2-TZVPD

The geometry in XYZ format:
```
17
C2H11NO3 ωB97M-V/def2-TZVPD
C 2.05 2.16 1.49
N 1.57 1.37 2.64
C 0.58 0.29 2.43
O 0.08 0.27 1.13
H 2.22 3.17 1.89
H 3.02 1.79 1.17
H 1.22 2.23 0.82
H 2.35 0.96 3.15
H -0.26 0.51 3.11
H 0.95 -0.68 2.75
H 0.39 -0.52 0.64
H 0.28 -2.85 -3.12
H 0.33 -1.29 -3.03
O -0.22 -2.04 -3.31
H -4.54 -1.73 -3.20
H -4.79 -1.86 -4.70
O -5.25 -1.78 -3.86
```

Calculated values
Multiplicity: 2
Charge: -1
HOMO-LUMO gap (alpha / beta) (eV): 2.89 / 9.06
E (Eh): -363.1973
ΔE to the lowest compared entry with this formula, charge and spin (eV): 0.599
E_LUMO (alpha / beta) (eV): 3.64 / 3.57
E_HOMO (alpha / beta) (eV): 0.750 / -5.484

Formula: C4H9N
Source: OMol25
Level of theory: ωB97M-V/def2-TZVPD

The geometry in XYZ format:
```
14
C4H9N ωB97M-V/def2-TZVPD
C 0.65 1.00 -1.03
C -0.22 0.15 -0.47
C -1.45 -0.35 -1.15
N -0.09 -0.28 0.84
C 1.08 -0.42 1.67
H 0.57 1.35 -2.05
H 1.44 1.39 -0.41
H -1.59 0.06 -2.15
H -2.37 -0.12 -0.59
H -1.44 -1.43 -1.25
H -0.95 -0.38 1.35
H 1.26 -1.44 2.00
H 0.92 0.16 2.58
H 1.93 0.02 1.16
```

Calculated values
SMILES: C=C(C)NC
Charge: 0
HOMO-LUMO gap (eV): 8.86
E (Eh): -212.5274
ΔE to the lowest compared entry with this formula, charge and spin (eV): 0.647
E_LUMO (eV): 1.11
E_HOMO (eV): -7.751

Formula: C50H78BrClN3O19PS
Source: OMol25
Level of theory: ωB97M-V/def2-TZVPD

The geometry in XYZ format:
```
154
C50H78BrClN3O19PS ωB97M-V/def2-TZVPD
C -2.99 -2.02 -3.08
C -2.55 -0.49 -2.82
C -3.75 0.39 -2.15
N -1.41 0.07 -3.15
C -0.30 -0.11 -2.18
C 0.33 -1.56 -2.61
C 0.69 -1.72 -4.15
C 0.27 -3.24 -4.62
C 2.32 -1.72 -4.32
O -0.94 -0.34 -0.89
S 0.13 -0.73 0.34
O 0.32 -2.21 0.42
O -0.66 -0.41 1.62
C 1.71 0.30 0.29
C 3.00 -0.55 -0.27
N 3.24 -1.88 0.33
C 2.27 0.69 1.73
C 1.49 1.56 2.78
O 1.93 1.17 4.13
C 1.34 1.56 -0.72
C 2.77 2.26 -1.03
C 2.79 3.83 -1.29
C 3.15 4.73 0.02
N 2.65 6.09 -0.27
C 2.59 6.97 0.93
C 1.17 6.85 1.66
C -0.21 6.82 0.93
C -1.53 6.67 1.73
C -1.46 6.59 3.28
C -0.12 6.63 4.08
C 1.18 6.74 3.22
O 2.44 6.73 3.92
C 0.33 2.54 0.02
C -0.69 3.44 -0.74
O -0.51 4.47 -1.43
Cl -2.50 3.07 -0.53
C 0.84 1.01 -2.19
P 0.75 2.36 -3.54
O -0.84 2.84 -3.91
Br 1.47 1.46 -5.54
H -3.47 -2.38 -2.11
H -3.80 -1.99 -3.90
H -2.15 -2.68 -3.46
H -3.57 1.46 -2.57
H -3.65 0.41 -1.02
H -4.78 0.08 -2.54
H 1.30 -1.79 -2.02
H -0.40 -2.37 -2.23
H 0.16 -1.04 -4.88
H 1.21 -3.86 -4.86
H -0.32 -3.80 -3.82
H -0.29 -3.16 -5.63
H 2.72 -2.53 -3.62
H 2.79 -0.70 -4.10
H 2.51 -1.99 -5.43
H 3.97 0.03 -0.05
H 3.01 -0.70 -1.40
H 3.15 -2.62 -0.38
H 2.72 -2.10 1.18
H 3.34 1.13 1.69
H 2.44 -0.31 2.28
H 1.82 2.67 2.68
H 0.36 1.57 2.79
H 2.47 1.90 4.51
H 3.29 1.77 -1.94
H 3.55 2.12 -0.18
H 1.92 4.27 -1.86
H 3.70 4.02 -1.98
H 2.79 4.27 1.01
H 4.30 4.80 0.10
H 1.76 6.10 -0.78
H 2.67 8.06 0.54
H 3.50 6.80 1.61
H -0.19 6.87 -0.22
H -2.53 6.62 1.18
H -2.45 6.49 3.84
H -0.10 6.58 5.22
H 2.77 5.80 3.84
H 0.99 3.25 0.66
H -0.30 1.99 0.82
H 1.76 0.43 -2.59
H -1.49 2.62 -3.22
O 1.35 -5.23 -7.08
C 2.09 -5.94 -6.44
C 2.05 -7.44 -6.42
C 2.89 -7.76 -5.20
C 3.84 -6.59 -5.14
O 3.10 -5.48 -5.66
H 2.51 -7.82 -7.34
H 1.03 -7.81 -6.32
H 3.39 -8.73 -5.25
H 2.25 -7.77 -4.31
H 4.73 -6.75 -5.75
H 4.15 -6.38 -4.11
O -5.55 -2.37 -0.83
C -5.20 -2.97 0.15
C -4.49 -2.37 1.34
C -3.97 -3.60 2.05
C -4.99 -4.65 1.67
O -5.44 -4.29 0.36
H -5.22 -1.83 1.95
H -3.68 -1.71 1.02
H -3.86 -3.48 3.12
H -2.99 -3.87 1.64
H -5.85 -4.66 2.35
H -4.55 -5.65 1.65
O -3.68 -8.53 3.72
C -4.53 -8.72 2.90
C -5.79 -9.52 3.12
C -6.27 -9.76 1.70
C -5.74 -8.54 0.98
O -4.52 -8.20 1.64
H -6.50 -8.92 3.69
H -5.57 -10.46 3.63
H -7.35 -9.87 1.61
H -5.80 -10.66 1.30
H -6.42 -7.69 1.04
H -5.53 -8.75 -0.08
O 2.41 -10.01 5.95
C 1.50 -9.25 5.73
C 0.11 -9.36 6.29
C -0.67 -8.42 5.40
C 0.38 -7.41 4.99
O 1.62 -8.14 4.96
H 0.12 -9.02 7.33
H -0.26 -10.38 6.23
H -1.53 -7.97 5.88
H -1.01 -8.96 4.51
H 0.48 -6.60 5.72
H 0.18 -6.98 4.01
O -4.21 7.62 0.27
C -4.05 7.78 -0.91
C -3.03 7.06 -1.76
C -3.00 7.92 -3.01
C -4.40 8.49 -3.05
O -4.79 8.62 -1.68
H -3.39 6.05 -1.96
H -2.06 7.03 -1.27
H -2.73 7.37 -3.91
H -2.27 8.73 -2.88
H -5.10 7.82 -3.55
H -4.43 9.46 -3.54
O 5.05 9.76 1.17
C 5.43 9.17 2.15
C 6.13 9.79 3.33
C 6.69 8.58 4.03
C 5.70 7.50 3.67
O 5.23 7.84 2.36
H 5.39 10.32 3.94
H 6.91 10.47 3.00
H 6.81 8.71 5.11
H 7.68 8.34 3.62
H 4.85 7.47 4.35
H 6.17 6.51 3.65
```

Calculated values
SMILES: CC(C)=N[C@]1(CC(C)C)OS(=O)(=O)[C@](CN)(CCO)[C@](CCCNCc2ccccc2O)(CC(=O)Cl)[C@@H]1P(O)Br.O=C1CCCO1.O=C1CCCO1.O=C1CCCO1.O=C1CCCO1.O=C1CCCO1.O=C1CCCO1
Charge: 0
HOMO-LUMO gap (eV): 7.70
E (Eh): -7319.2233
E_LUMO (eV): -0.20
E_HOMO (eV): -7.891

Formula: C4H9NO
Source: OMol25
Level of theory: ωB97M-V/def2-TZVPD

The geometry in XYZ format:
```
15
C4H9NO ωB97M-V/def2-TZVPD
C 0.99 1.87 0.68
N 0.15 1.00 0.32
C 0.37 0.04 -0.72
C 0.70 0.45 -1.95
C 0.50 -1.34 -0.19
H 1.61 2.48 0.01
H 0.91 2.12 1.74
H 0.70 1.52 -2.12
H 0.65 -0.21 -2.80
H 0.90 -2.03 -0.94
H 1.31 -1.38 0.55
H -0.45 -1.64 0.26
O -2.98 -1.22 1.95
H -2.18 -0.72 2.17
H -3.18 -0.95 1.05
```

Calculated values
SMILES: C=NC(=C)C.O
Charge: 0
HOMO-LUMO gap (eV): 9.97
E (Eh): -287.7241
ΔE to the lowest compared entry with this formula, charge and spin (eV): 2.948
E_LUMO (eV): 0.61
E_HOMO (eV): -9.360

Formula: C19H24N2O5S
Source: OMol25
Level of theory: ωB97M-V/def2-TZVPD

The geometry in XYZ format:
```
51
C19H24N2O5S ωB97M-V/def2-TZVPD
C 5.75 4.21 -0.03
O 5.64 3.37 -1.16
C 4.34 2.88 -1.39
C 3.90 1.81 -0.38
N 2.66 1.18 -0.79
C 1.47 1.48 -0.21
O 1.36 2.24 0.73
C 0.32 0.72 -0.80
C 0.41 -0.66 -0.87
C -0.68 -1.39 -1.30
S -0.63 -3.18 -1.15
O 0.71 -3.64 -1.37
O -1.69 -3.73 -1.93
N -0.99 -3.42 0.46
C 0.11 -3.35 1.40
C -2.27 -2.94 0.82
C -3.35 -3.76 0.55
C -4.64 -3.35 0.83
C -4.85 -2.12 1.42
C -3.78 -1.28 1.69
C -2.48 -1.67 1.38
O -1.38 -0.88 1.58
C -1.56 0.42 2.09
C -1.86 -0.78 -1.67
C -1.94 0.61 -1.62
C -0.86 1.37 -1.17
C -0.97 2.86 -1.11
H 6.76 4.63 -0.07
H 5.02 5.02 -0.07
H 5.63 3.66 0.91
H 4.38 2.43 -2.39
H 3.61 3.70 -1.40
H 3.71 2.26 0.60
H 4.68 1.05 -0.28
H 2.68 0.58 -1.59
H 1.30 -1.19 -0.58
H -0.14 -3.96 2.27
H 0.97 -3.77 0.90
H 0.32 -2.33 1.73
H -3.16 -4.71 0.09
H -5.48 -3.99 0.61
H -5.85 -1.79 1.66
H -3.96 -0.32 2.14
H -1.92 0.40 3.12
H -2.24 1.00 1.47
H -0.57 0.88 2.06
H -2.69 -1.38 -1.98
H -2.85 1.10 -1.91
H -2.00 3.18 -1.24
H -0.37 3.32 -1.89
H -0.60 3.23 -0.15
```

Calculated values
SMILES: COCCNC(=O)c1cc(S(=O)(=O)N(C)c2ccccc2OC)ccc1C
Charge: 0
HOMO-LUMO gap (eV): 9.28
E (Eh): -1622.2908
ΔE to the lowest compared entry with this formula, charge and spin (eV): 2.961
E_LUMO (eV): 0.58
E_HOMO (eV): -8.695

Formula: C5H9NO
Source: OMol25
Level of theory: ωB97M-V/def2-TZVPD

The geometry in XYZ format:
```
16
C5H9NO ωB97M-V/def2-TZVPD
O -3.06 -1.06 0.35
C -1.87 -1.26 -0.01
N -0.84 -0.38 0.21
C -0.60 0.99 0.57
C 0.65 1.39 -0.19
C 1.55 -0.01 -0.24
C 0.48 -1.06 -0.16
H -1.58 -2.11 -0.56
H -1.45 1.77 0.42
H -0.39 1.18 1.66
H 1.36 2.14 0.26
H 0.49 1.68 -1.28
H 2.18 0.21 0.63
H 2.16 0.02 -1.14
H 0.68 -1.83 0.62
H 0.25 -1.66 -1.12
```

Calculated values
SMILES: O=CN1CCCC1
Charge: 0
HOMO-LUMO gap (eV): 10.01
E (Eh): -325.8683
ΔE to the lowest compared entry with this formula, charge and spin (eV): 1.885
E_LUMO (eV): 0.81
E_HOMO (eV): -9.198

Results for F_max: 0.041; 0.021; 0.156; 0.046; 0.021; 0.118 (in Eh/bohr, following the order of the records).